[1]
Below is 2 unconnected molecules or ions with the total composition C4H12 at a distorted geometry, with properties calculated with wB97M-V/def2-TZVPD.

Geometry as ORCA input:
```
! RIJCOSX wB97M-V def2-TZVPD def2/J DEFGRID3
* xyz 0 1
C -0.80490 0.86828 0.87477
C -1.54743 2.18906 0.82188
H 0.04139 0.97994 0.18681
H -0.14202 0.76845 1.76461
H -1.53510 0.07299 0.76243
H -2.16149 2.27626 1.72202
H -2.15098 2.46162 -0.07215
H -0.89283 3.05359 0.88383
C 0.79572 -2.15261 -0.55490
C 1.52768 -0.98435 -1.16236
H -0.21825 -2.01890 -0.20201
H 0.63482 -2.93209 -1.35565
H 1.37955 -2.66300 0.20524
H 2.56114 -1.17439 -1.43801
H 1.55263 -0.15645 -0.42754
H 0.96008 -0.58839 -2.00897
*
```

Computed properties:
HOMO level: -11.151 eV
E_LUMO: 1.2 eV
orbital gap: 12.31 eV
structure (SMILES): CC.CC

***

[2]
Below is 8 unconnected molecules or ions with the total composition C36H51F8O25P at a distorted geometry, with properties calculated with wB97M-V/def2-TZVPD.

Geometry as ORCA input:
```
! RIJCOSX wB97M-V def2-TZVPD def2/J DEFGRID3
* xyz 0 1
C 0.34885 1.51493 0.70918
C 0.04333 0.93419 -0.69377
C -1.40186 0.40524 -0.74759
C -1.58008 -1.12764 -0.59506
C -0.56078 -1.80578 0.33749
C -3.02973 -1.36706 -0.13301
O -3.04187 -1.18124 1.31232
C -4.22903 -1.41668 1.92970
O -4.41100 -2.37353 2.63382
C -5.30602 -0.36767 1.72134
C -6.62210 -0.82412 2.34285
O -7.70800 0.02601 2.01875
C -8.09723 -0.09255 0.66941
C -9.59222 -0.43286 0.58808
F -9.80685 -1.75503 0.83698
F -10.22803 0.26476 1.56914
C -10.28210 -0.02014 -0.74056
F -9.87630 1.21048 -1.10132
F -11.62074 0.04562 -0.49151
C -10.13358 -1.02866 -1.93515
F -10.29857 -0.28975 -3.07292
F -11.11105 -1.95208 -1.90951
C -8.76444 -1.72826 -2.05199
F -7.83116 -0.75291 -2.27209
F -8.76429 -2.57079 -3.10235
P -3.62532 -3.01299 -0.79051
C -3.24656 -4.25243 0.51115
O -5.31457 -2.83642 -0.75161
H -0.24450 0.92889 1.41278
H 1.39088 1.35044 0.98343
H 0.05038 2.55493 0.78663
H 0.18198 1.71585 -1.44239
H 0.76888 0.15505 -0.92350
H -1.88282 0.67764 -1.69274
H -1.97745 0.88679 0.04823
H -1.46415 -1.57340 -1.58226
H -0.00419 -1.10891 0.95770
H 0.14866 -2.38230 -0.25304
H -1.03357 -2.52025 1.01080
H -3.68255 -0.61265 -0.59177
H -4.97091 0.59006 2.12183
H -5.43923 -0.23181 0.64345
H -6.82399 -1.87076 2.09850
H -6.51811 -0.79009 3.42759
H -7.55082 -0.92471 0.21877
H -7.89166 0.83705 0.13930
H -8.50368 -2.28669 -1.14926
H -4.18563 -4.70282 0.83321
H -2.60822 -5.02058 0.08953
H -2.80103 -3.77593 1.37822
H -5.46993 -1.94641 -1.08953
O -2.73689 -6.11524 2.64051
C -3.61291 -6.31312 3.41508
O -4.92582 -6.09890 3.15832
C -5.68976 -6.65495 4.22999
C -4.69018 -6.66023 5.36755
O -3.44329 -6.77925 4.67739
H -6.56624 -6.04396 4.42911
H -6.00923 -7.66039 3.94960
H -4.69272 -5.72477 5.92973
H -4.82545 -7.49106 6.05520
O 3.01122 0.20820 0.29306
C 3.43197 -0.89509 0.14641
O 4.66199 -1.30205 0.54300
C 4.72320 -2.72437 0.41228
C 3.66237 -2.99587 -0.63197
O 2.75532 -1.90819 -0.43178
H 5.71685 -3.03947 0.10416
H 4.48603 -3.17638 1.37848
H 4.05561 -2.94585 -1.64691
H 3.15513 -3.94650 -0.49058
O 4.61626 -0.10128 -2.40592
C 5.14511 0.93564 -2.15692
O 4.52164 2.12882 -2.14724
C 5.41081 3.09648 -1.57297
C 6.76275 2.47088 -1.82295
O 6.45525 1.07063 -1.84228
H 5.30660 4.06656 -2.05716
H 5.18196 3.18702 -0.50806
H 7.17776 2.75638 -2.79091
H 7.48945 2.68789 -1.04405
O 6.32328 5.59780 -2.98956
C 6.13196 6.70792 -2.59568
O 7.10341 7.58443 -2.27985
C 6.49096 8.86473 -2.06778
C 5.07021 8.48371 -1.70862
O 4.90726 7.24166 -2.40239
H 7.00523 9.40423 -1.27635
H 6.55547 9.43664 -2.99129
H 4.93629 8.30742 -0.63957
H 4.33277 9.20696 -2.04581
O 8.38653 9.73042 -4.51806
C 9.45270 9.28612 -4.23722
O 10.61908 9.69204 -4.79071
C 11.69232 9.10626 -4.04964
C 11.02978 7.89337 -3.43242
O 9.66557 8.31121 -3.32239
H 12.51908 8.85716 -4.70951
H 12.03466 9.82287 -3.30074
H 11.07568 7.01564 -4.07898
H 11.42836 7.63723 -2.45430
O 6.36884 -5.80123 -2.51628
C 5.32722 -6.35136 -2.38725
O 5.15894 -7.69583 -2.35114
C 3.81411 -7.96969 -1.94996
C 3.09398 -6.69749 -2.34320
O 4.13312 -5.71776 -2.24927
H 3.43694 -8.85226 -2.45972
H 3.79747 -8.14348 -0.87240
H 2.72798 -6.72270 -3.37075
H 2.27126 -6.44641 -1.67796
O -0.64625 3.10058 3.16377
C -0.83788 2.39509 4.09521
O -0.74804 1.04108 4.07074
C -0.82090 0.56025 5.41252
C -1.55023 1.68444 6.11846
O -1.18336 2.82400 5.33892
H -1.35208 -0.38781 5.44809
H 0.19316 0.41743 5.79087
H -2.63521 1.56646 6.08068
H -1.24153 1.81526 7.15258
*
```

Computed properties:
HOMO level: -8.043 eV
E_LUMO: 0.4 eV
orbital gap: 8.43 eV
structure (SMILES): CCC[C@@H](C)[C@H](OC(=O)CCOCC(F)(F)C(F)(F)C(F)(F)C(F)F)P(C)O.O=C1OCCO1.O=C1OCCO1.O=C1OCCO1.O=C1OCCO1.O=C1OCCO1.O=C1OCCO1.O=C1OCCO1

***

[3]
Below is a molecular structure, C36H36ClN4O4PPtSTe, with properties calculated with wB97M-V/def2-TZVPD.

Geometry as ORCA input:
```
! RIJCOSX wB97M-V def2-TZVPD def2/J DEFGRID3
* xyz 2 5
Pt -1.03557 1.28422 0.65376
C 4.92435 -5.95073 0.00851
O 5.87566 -5.11014 0.66088
C 5.45806 -4.26001 1.59580
C 4.11319 -4.09169 1.96333
C 3.78340 -3.18600 2.94736
C 4.78759 -2.44608 3.58059
C 6.13437 -2.64783 3.23854
C 6.46514 -3.52391 2.23998
N 4.56186 -1.56099 4.63184
N 3.45814 -1.13993 4.95404
C 2.32152 -0.83646 4.30230
C 1.11369 -0.94735 5.03267
C -0.09456 -0.62807 4.48966
C -0.18640 -0.07837 3.18199
O -1.29043 0.25001 2.67069
C 1.06887 0.14243 2.45236
N 0.96978 0.75610 1.25133
C 2.05803 1.00910 0.55243
C 3.33218 0.68059 1.01975
C 3.45924 0.06813 2.24020
C 2.30740 -0.23330 2.98830
H 5.49655 -6.55797 -0.68417
H 4.19494 -5.35490 -0.54271
H 4.42002 -6.59508 0.72972
H 3.33759 -4.68266 1.50037
H 2.74968 -3.08385 3.25133
H 6.89481 -2.09840 3.77754
H 7.49264 -3.69255 1.94974
H 1.18060 -1.32862 6.04349
H -1.01268 -0.75747 5.04547
H 1.90816 1.51160 -0.39395
H 4.20184 0.92620 0.42726
H 4.44208 -0.16189 2.62641
Te -1.34107 3.44920 2.27316
C -1.20089 5.13034 1.12918
C -0.86989 5.21773 -0.21136
C -0.86852 6.54354 -0.67880
C -1.20232 7.44287 0.30305
S -1.50899 6.69084 1.79142
H -0.63758 4.34076 -0.79896
H -0.63559 6.83902 -1.69120
H -1.27761 8.51525 0.21141
C -1.20166 -3.40415 -0.49152
C -1.56054 -1.99705 -0.87830
O -0.87926 -1.06347 -0.47171
C -2.73908 -1.76348 -1.75162
C -2.90861 -0.50853 -2.33889
C -4.00319 -0.25855 -3.14532
C -4.94728 -1.25676 -3.36463
C -4.78682 -2.50634 -2.78499
C -3.68081 -2.76332 -1.98882
H -0.29552 -3.38768 0.10761
H -1.05158 -4.01935 -1.37989
H -2.00806 -3.86032 0.08523
H -2.17594 0.26339 -2.13711
H -4.13548 0.71381 -3.60372
H -5.80582 -1.06046 -3.99338
H -5.51918 -3.28299 -2.95728
H -3.56604 -3.74391 -1.54746
C -1.21027 2.50183 -4.09984
P 0.04890 2.13317 -2.87607
C 1.35804 3.33796 -3.11593
C 0.73614 0.53071 -3.30491
O -0.50406 2.17258 -1.47224
H -0.77916 2.55132 -5.10007
H -1.67141 3.46117 -3.86269
H -1.97398 1.72387 -4.08323
H 1.78555 3.24757 -4.11501
H 2.14508 3.17967 -2.37797
H 0.96212 4.34597 -2.99080
H 0.95642 0.48083 -4.37176
H 0.01688 -0.24708 -3.04721
H 1.65701 0.35522 -2.74793
Cl -6.17951 -1.05334 0.70457
C -5.24687 0.29901 0.20008
C -5.81144 1.32793 -0.53471
C -4.99820 2.38012 -0.92534
C -3.66059 2.36434 -0.58069
N -3.13018 1.36713 0.13479
C -3.90382 0.35511 0.53071
H -6.86191 1.30168 -0.79072
H -5.39851 3.20746 -1.49404
H -2.98151 3.15494 -0.87332
H -3.43909 -0.42368 1.12140
*
```

Computed properties:
HOMO level (spin up / spin down): -12.115 / -13.229 eV
E_LUMO (spin up / spin down): -5.8 / -6.9 eV
orbital gap (spin up / spin down): 6.33 / 6.34 eV

***

[4]
Below is a molecular structure, C13H18Be2BrCl2CsFNO10S2 at a distorted geometry, with properties calculated with wB97M-V/def2-TZVPD.

Geometry as ORCA input:
```
! RIJCOSX wB97M-V def2-TZVPD def2/J DEFGRID3
* xyz 0 1
O -3.93119 0.05005 2.25854
C -2.98249 0.33963 1.61068
C -2.61118 1.60487 0.79523
C -1.25888 1.47956 0.66471
C -0.20833 2.37667 0.01031
C -0.08516 3.78053 0.49366
C 0.92591 4.75903 -0.03250
C 1.80935 4.31224 -1.08212
C 1.73140 2.84132 -1.62248
C 0.67261 1.85882 -1.04155
C -0.76343 0.15360 1.32690
O 0.37563 -0.09732 1.52253
O -1.91363 -0.59042 1.55179
H -3.23135 2.43013 0.39851
H -0.75546 4.11183 1.31424
H 0.96782 5.79217 0.38986
H 2.56828 5.09340 -1.50284
H 2.44810 2.48637 -2.45716
H 0.56840 0.78563 -1.37269
Be 0.33455 -0.68783 -2.12453
Cl 4.16914 3.10720 -2.07312
O 4.45181 8.17967 1.81874
S 4.09482 6.93945 1.11300
O 3.33485 7.25081 -0.10769
O 3.26909 6.10167 1.99954
O 5.32860 6.22369 0.75154
Be 6.02082 1.51764 -1.11053
O -3.45229 -6.72570 -0.56670
S -4.27271 -5.57395 -0.23093
O -4.48459 -4.50819 -1.16714
O -3.77115 -4.94882 1.15123
C -2.38761 -4.58724 1.28253
C -2.08249 -3.27815 0.58001
C -5.83831 -6.14762 0.34288
H -1.74467 -5.38961 0.92004
H -2.19322 -4.47815 2.34962
H -2.17836 -3.38353 -0.50326
H -1.06447 -2.95173 0.79941
H -2.77806 -2.50365 0.89072
H -5.67541 -6.92357 1.08928
H -6.37759 -6.55374 -0.51176
H -6.38605 -5.30770 0.76547
F 3.45811 0.56183 -0.00852
N 4.22432 -1.58567 -1.85472
H 3.93059 -0.85745 -1.12237
H 3.97462 -1.25247 -2.78998
H 5.23261 -1.73136 -1.80380
H 3.74067 -2.46651 -1.66881
Cl 6.71144 2.48616 1.07923
Cs 0.63493 3.80426 -3.72237
Br -2.55043 -7.89788 1.20734
*
```

Computed properties:
HOMO level: -5.852 eV
E_LUMO: -5.0 eV
orbital gap: 0.89 eV

***

Number 4 is which compound? C13H18Be2BrCl2CsFNO10S2